The following is a quantum chemistry calculation of a molecular structure, C17H23N3NaOS, from the OMol25 dataset.

E_LUMO: -2.5023 eV
Total charge: +1
HOMO level: -0.421 Eh
Energy: -1461.35134 a.u.

Positions of all 46 atoms, in Å:
S1 -11.935921 -7.735084 11.851392
Na1 -9.915305 -9.274875 9.588805
O1 -7.782415 -9.837463 9.436610
N1 -11.616559 -7.720737 10.262658
N2 -5.673011 -10.632257 9.927663
N3 -6.075400 -9.490092 7.940043
C1 -14.346069 -8.768361 10.861660
C2 -15.702616 -9.054446 11.145722
C3 -14.334197 -7.870881 13.063236
C4 -9.725355 -11.352923 13.649594
C5 -13.659523 -8.208508 11.942224
C6 -9.981474 -8.928538 13.215315
C7 -6.994555 -8.783211 7.020189
C8 -6.585074 -10.004161 9.109404
C9 -10.851457 -11.592650 12.957050
C10 -11.107288 -9.256050 12.490931
C11 -15.634150 -8.152154 13.296371
C12 -11.562125 -10.590303 12.364274
C13 -9.273702 -10.014187 13.829114
C14 -5.096703 -10.285256 7.170476
C15 -16.361345 -8.818158 12.346621
C16 -6.249321 -11.492736 10.979988
C17 -4.481719 -9.825547 10.244723
H1 -4.441995 -10.941406 7.765408
H2 -4.515336 -9.531352 6.597197
H3 -5.443175 -11.735752 11.670796
H4 -4.007195 -9.419080 9.330808
H5 -3.801195 -10.467421 10.832982
H6 -9.316470 -12.198646 14.071653
H7 -14.012707 -8.845971 9.807654
H8 -5.669442 -10.883637 6.421688
H9 -13.820463 -7.334622 13.874506
H10 -4.822897 -8.954076 10.883846
H11 -16.335121 -9.225692 10.355049
H12 -17.434692 -9.072653 12.428899
H13 -8.506679 -9.800075 14.486634
H14 -9.669941 -7.918311 13.382104
H15 -12.478134 -10.803388 11.775899
H16 -16.024994 -7.778188 14.227061
H17 -6.557318 -12.451642 10.580496
H18 -11.805526 -6.845759 9.923580
H19 -11.107685 -12.627796 12.868260
H20 -7.537912 -9.524911 6.359327
H21 -7.108233 -11.081875 11.502366
H22 -7.723936 -8.266224 7.664225
H23 -6.333867 -8.136787 6.378975

Force components x, y, z for each atom (eV/Å):
S -0.3506 -0.8945 -0.9179
Na -0.0382 0.1893 0.1473
O 0.4884 -0.3394 -0.3189
N 1.2408 -3.4654 1.4738
N -0.6939 -0.1640 -0.2204
N -0.4940 -0.8619 -0.1770
C -1.4612 0.1012 0.3134
C 1.2654 0.8013 0.3165
C 1.5236 1.0855 2.1945
C 0.8643 3.5831 0.4953
C 0.7433 -0.5518 -1.5537
C 0.9624 -2.5441 1.0650
C 0.4211 -0.6103 0.1225
C -0.4625 0.5832 -0.1530
C -0.8331 -0.7469 -1.0488
C -0.7829 0.5101 -0.5738
C -1.2778 -0.0883 0.9501
C -1.2420 1.6263 -1.2398
C -2.4064 -0.4944 -1.5914
C -0.0843 0.5710 -0.7764
C -0.2968 -0.1642 -0.5320
C 0.7686 0.0487 -0.0826
C -0.3593 0.4447 0.8483
H -0.4729 0.4947 -0.1775
H 0.0263 -0.7399 0.3168
H -0.1144 0.2018 0.1684
H -0.1916 -0.4457 0.6900
H -0.1241 0.5160 -0.4624
H 1.5315 -1.2789 1.1856
H 0.2143 -0.0148 1.1083
H 0.5196 0.1602 0.5111
H 0.0592 -0.2230 -0.4659
H 0.6607 -0.7653 -0.5356
H -1.1402 -1.1499 -1.9607
H 0.8282 0.3047 0.0876
H 1.7002 0.3435 1.0402
H 0.0903 0.3910 -0.0020
H 0.6285 0.2150 0.5411
H -0.4599 -0.2030 0.1380
H -0.1178 -0.0927 -0.4222
H -0.4307 2.9016 -0.9196
H -0.6637 -0.3196 -0.2359
H 0.5114 0.7718 0.6227
H 0.1032 0.4096 0.1044
H 0.4248 0.2194 -0.7384
H -1.0781 -0.3160 0.6649


The following is a quantum chemistry calculation of a single C2H4O2 molecule, from the OMol25 dataset.

Relative energy (zero: lowest compared OMol25 entry of this formula, charge and spin): 3.208 eV
2S+1: 3
E_LUMO (alpha / beta): 1.0439 / -1.7755 eV
HOMO level (alpha / beta): -0.258 / -0.373 Eh
Energy: -228.78436 a.u.

Positions of all 8 atoms, in Å:
O1 -1.617660 0.696668 0.181984
O2 -1.495287 -0.749151 0.098648
C1 0.865251 -0.007764 0.330864
C2 -0.619752 0.053084 -0.411176
H1 -0.364327 0.201883 -1.457952
H2 1.137852 -1.032336 -0.034983
H3 1.395784 0.729859 -0.192453
H4 0.698137 0.107757 1.485070

Force components x, y, z for each atom (eV/Å):
O -2.2366 14.6554 1.2687
O -1.2468 -15.8069 -0.3834
C -4.1767 -1.4948 0.3736
C 6.2466 1.3056 0.8658
H -0.9918 -0.2974 -0.5886
H 0.3684 0.8305 0.8798
H 1.3033 1.0690 -0.0647
H 0.7335 -0.2615 -2.3511


The following is a quantum chemistry calculation of a molecular structure, C40H32AsF6N3O4SV, from the OMol25 dataset.

Relative energy (zero: lowest compared OMol25 entry of this formula, charge and spin): 0.275 eV
2S+1: 3
E_LUMO (alpha / beta): -4.1565 / -4.3392 eV
Total charge: +1
HOMO level (alpha / beta): -0.380 / -0.385 Eh
Energy: -6185.79280 a.u.

Positions of all 88 atoms, in Å:
As1 -0.408277 2.585443 -1.206912
V1 0.596428 -0.265654 0.498155
S1 -1.680841 -0.691406 0.071551
F1 0.072546 -2.599463 -2.313683
F2 3.555711 -3.170602 0.844328
F3 3.878679 -1.989655 -0.927330
F4 1.507694 -1.022699 -2.031749
F5 2.102327 -2.892248 -2.954677
F6 3.693456 -4.131847 -1.082550
O1 1.244132 -2.009169 0.347948
O2 -2.981881 -7.102730 2.054987
O3 -2.706397 -7.346680 -0.126247
O4 0.243229 1.597803 -0.001261
N1 0.989952 -0.143809 2.556522
N2 2.172438 -0.084213 2.953689
N3 2.673712 0.372743 0.685842
C1 -1.753301 -3.015985 1.583737
C2 1.682217 -2.919649 -0.582391
C3 0.026710 -0.440408 3.570059
C4 -2.947108 5.810726 0.999646
C5 -1.459589 1.627394 -2.470208
C6 -2.168589 4.838283 -1.054986
C7 -3.588689 0.781750 -3.164450
C8 0.987462 3.762085 -3.440736
C9 3.114826 0.199890 1.938329
C10 1.341071 -2.380466 -1.992992
C11 2.061162 4.413364 -4.032861
C12 3.220282 -3.062462 -0.445262
C13 1.041338 -4.288571 -0.378027
C14 4.891613 0.946927 0.045695
C15 -0.817456 0.863357 -3.442003
C16 -2.738329 -4.533760 -0.517044
C17 -2.493300 -5.138281 0.711872
C18 -2.195599 -0.184999 4.401526
C19 1.059273 3.421239 -2.094485
C20 -2.500619 -3.183284 -0.692799
C21 -1.244561 0.097861 3.435184
C22 -2.002294 -4.367447 1.761403
C23 -2.729520 -6.613184 0.819538
C24 4.432056 0.351367 2.313113
C25 -1.574180 0.056219 -4.276248
C26 -1.497026 3.895862 1.073334
C27 -1.468072 3.890966 -0.315367
C28 2.185680 3.729876 -1.335049
C29 -2.954896 0.018438 -4.135224
C30 -0.604244 -1.562025 5.580950
C31 5.344113 0.728868 1.332721
C32 0.361786 -1.268987 4.634319
C33 -2.841783 1.587190 -2.319423
C34 -1.992719 -2.411425 0.352135
C35 3.545671 0.749160 -0.239851
C36 -1.878396 -1.016929 5.467000
C37 3.251522 4.379579 -1.936314
C38 3.186913 4.718523 -3.282600
C39 -2.911509 5.799963 -0.389380
C40 -2.243233 4.864255 1.730054
H1 -0.036464 -4.164968 -0.328936
H2 2.017957 4.681291 -5.079944
H3 0.109351 3.519142 -4.023260
H4 -2.274348 4.879663 2.811322
H5 -3.329267 2.162042 -1.542505
H6 -3.110957 -6.382783 2.684454
H7 2.222215 3.459799 -0.286148
H8 1.355738 -1.689736 4.693244
H9 0.259239 0.891251 -3.544849
H10 -2.686232 -2.714932 -1.650571
H11 1.394060 -4.703842 0.564780
H12 -4.664162 0.740460 -3.057360
H13 4.019904 5.228099 -3.748609
H14 3.162319 0.884203 -1.243205
H15 1.295185 -4.972739 -1.186142
H16 -3.189936 0.231038 4.313518
H17 -0.367098 -2.219410 6.406294
H18 -0.943866 3.150098 1.629436
H19 4.129305 4.629367 -1.355178
H20 -2.140183 4.827314 -2.138424
H21 -1.361474 -2.429358 2.403647
H22 4.714867 0.188650 3.342731
H23 -3.106233 -5.144259 -1.331093
H24 -2.630342 -1.250342 6.208910
H25 -3.528164 6.563532 1.515444
H26 -3.462569 6.540236 -0.953276
H27 -1.088011 -0.545196 -5.032545
H28 -1.485872 0.713203 2.579218
H29 -3.542102 -0.614132 -4.787802
H30 5.563515 1.249597 -0.744572
H31 -1.766992 -4.816382 2.720213
H32 6.388992 0.858043 1.579659

Force components x, y, z for each atom (eV/Å):
As -0.1086 -0.1097 -0.0733
V -0.5388 -0.3517 -0.5578
S 0.1667 0.0884 -0.0189
F -0.2256 -0.0626 -0.0175
F -0.0230 -0.0450 0.0998
F 0.0146 0.1487 -0.0545
F 0.0276 0.1201 0.0180
F 0.1182 -0.0659 -0.1063
F 0.0196 -0.0957 -0.0536
O 0.1520 0.4672 0.2890
O 0.0170 0.0556 0.0031
O 0.0256 0.0173 0.0231
O 0.2887 0.0024 0.0937
N 0.3888 -0.1036 0.2517
N -0.3048 -0.0431 -0.1697
N 0.0613 -0.0104 0.1430
C -0.0145 0.0167 -0.0059
C -0.1237 -0.0413 -0.0879
C 0.1028 0.0261 -0.0574
C -0.0001 0.0030 -0.0011
C 0.0545 0.0006 0.0531
C 0.0117 -0.0120 0.0214
C -0.0037 0.0129 0.0116
C 0.0592 0.0178 0.0792
C -0.1046 0.0921 0.0018
C 0.0905 0.0254 0.0828
C -0.0291 -0.0128 -0.0105
C -0.0311 0.0318 0.0313
C 0.0230 0.0241 0.0004
C -0.0443 -0.0050 -0.0376
C -0.1097 0.0197 0.0193
C -0.0149 -0.0152 -0.0209
C 0.0264 -0.0018 0.0389
C -0.0172 0.0029 0.0090
C 0.0252 -0.0396 0.0580
C -0.0304 0.0417 0.0082
C -0.0525 0.0319 0.0168
C -0.0084 -0.0197 -0.0160
C -0.0703 -0.0243 -0.0025
C 0.1151 0.0414 -0.0750
C 0.0525 0.0130 0.0205
C -0.0509 0.0105 -0.0017
C 0.0341 -0.0598 0.0440
C -0.0375 -0.0028 -0.0518
C -0.0292 -0.0049 0.0091
C 0.0165 0.0124 -0.0252
C -0.0339 -0.0218 0.0913
C -0.0133 -0.0421 0.0642
C 0.0436 0.0007 -0.0631
C 0.0355 -0.0339 0.0494
C 0.0111 -0.0134 -0.0414
C -0.0084 0.0095 -0.0107
C -0.0090 -0.0033 0.0034
C 0.0305 0.0117 0.0074
C -0.0018 0.0017 -0.0096
C 0.0044 -0.0032 -0.0059
H 0.0121 -0.0181 -0.0154
H -0.0052 -0.0037 0.0034
H -0.0431 -0.0042 -0.0484
H -0.0008 0.0001 -0.0028
H -0.0094 0.0094 0.0053
H 0.0117 -0.0311 -0.0323
H 0.0071 0.0162 -0.0018
H -0.0093 -0.0059 0.0118
H 0.0517 -0.0182 -0.0045
H -0.0054 -0.0034 -0.0115
H -0.0060 -0.0044 0.0005
H 0.0027 0.0005 0.0010
H -0.0017 -0.0019 0.0013
H -0.0143 -0.0215 0.0089
H 0.0043 -0.0064 0.0040
H 0.0036 0.0008 -0.0014
H 0.0060 0.0007 -0.0047
H 0.0132 -0.0012 -0.0021
H 0.0064 0.0022 0.0012
H -0.0045 0.0107 -0.0126
H 0.0035 -0.0184 0.0135
H 0.0006 -0.0006 -0.0007
H 0.0041 0.0010 0.0033
H -0.0002 0.0009 -0.0001
H -0.0004 0.0026 -0.0051
H -0.0010 0.0023 0.0023
H 0.0050 -0.0003 0.0021
H -0.0068 -0.0009 0.0155
H -0.0037 0.0006 -0.0023
H 0.0053 -0.0038 0.0030
H -0.0003 -0.0045 0.0013
H -0.0026 -0.0018 0.0009


The following is a quantum chemistry calculation of a single C3H3NOS2 molecule, from the OMol25 dataset.

Relative energy (zero: lowest compared OMol25 entry of this formula, charge and spin): 2.629 eV
E_LUMO: -0.2400 eV
HOMO level: -0.304 Eh
SMILES string: S=c1cc(S)[nH]o1
Energy: -1042.40206 a.u.

Positions of all 10 atoms, in Å:
S1 -2.403347 -0.496348 -0.069155
S2 3.216383 -0.488119 -0.012293
O1 1.161650 1.139237 0.040940
N1 -0.202432 1.146655 -0.073375
C1 0.398929 -0.956488 -0.054373
C2 1.562124 -0.156784 -0.039695
C3 -0.666810 -0.143465 -0.006473
H1 -0.591620 1.865146 -0.624391
H2 -2.836148 0.088142 1.067684
H3 0.361270 -1.997976 -0.228869

Force components x, y, z for each atom (eV/Å):
S 0.2028 -0.1331 -0.3137
S -1.7745 0.1283 -0.0482
O -0.0138 0.2918 -0.8743
N -0.8340 -0.7376 2.0982
C -0.1651 -0.6686 -0.1272
C 2.6258 -0.2162 0.1988
C -0.4153 1.2166 -0.6612
H -0.2945 0.8441 -0.5768
H 0.5101 0.0828 -0.1119
H 0.1585 -0.8083 0.4164


The following is a quantum chemistry calculation of a single C2H4N4 molecule, from the OMol25 dataset.

Relative energy (zero: lowest compared OMol25 entry of this formula, charge and spin): 3.701 eV
E_LUMO: 0.9865 eV
HOMO level: -0.306 Eh
SMILES string: C1=NNC=NN1
Energy: -297.50830 a.u.

Positions of all 10 atoms, in Å:
N1 0.018584 -1.240256 0.332846
N2 1.298484 -0.687683 -0.067812
N3 -1.354963 0.652893 -0.184855
N4 -0.056017 1.192948 0.411204
C1 -1.107681 -0.664172 0.053943
C2 1.171545 0.612503 -0.129516
H1 -1.741977 -1.341804 -0.539369
H2 0.094339 -2.132915 0.152168
H3 -0.172219 2.202985 0.329034
H4 1.849907 1.405500 -0.357641

Force components x, y, z for each atom (eV/Å):
N 3.8851 4.3092 2.3291
N -0.8203 3.0708 -0.4767
N 3.6022 -4.2327 2.5348
N -0.4152 0.4199 -0.9897
C -4.4151 3.7197 -4.7487
C -2.9641 -0.9582 1.8259
H -0.7297 0.2508 0.9370
H 0.0524 -5.6428 -0.7760
H 0.6854 -0.4131 -0.1592
H 1.1195 -0.5234 -0.4765


The following is a quantum chemistry calculation of a gas-phase ion, CH5IN (charge +1), from the OMol25 dataset.

Relative energy (zero: lowest compared OMol25 entry of this formula, charge and spin): 0.383 eV
E_LUMO: -4.3510 eV
Total charge: +1
HOMO level: -0.529 Eh
SMILES string: [NH3+]CI
Energy: -393.25156 a.u.

Positions of all 8 atoms, in Å:
I1 -2.286345 -0.016436 -0.336026
N1 0.504966 0.570596 -0.009067
C1 -0.308949 -0.681881 0.038466
H1 1.462306 0.385019 0.126770
H2 0.553820 1.061504 -0.902745
H3 0.219067 1.125530 0.808601
H4 0.147895 -1.169199 -0.827437
H5 -0.292762 -1.275134 1.101440

Force components x, y, z for each atom (eV/Å):
I -0.1489 -0.3527 -0.0529
N -0.1800 0.4706 1.8578
C -0.1306 -0.9966 0.6512
H 1.9235 -0.7687 0.6840
H -1.1704 0.2860 -0.0150
H 0.0447 0.7282 -0.7484
H -0.8205 -1.0870 0.4800
H 0.4822 1.7202 -2.8568